Below is a gas-phase ion, C18H29N6O3 (charge +1) at a distorted geometry, with properties calculated with ωB97M-V with the def2-TZVPD basis set.

```
56
Properties=species:S:1:pos:R:3:forces:R:3:nbo_charge:R:1
H -0.759 -1.294 -1.351 -0.02 0.10 0.10 0.44
H -2.815 4.202 -1.088 0.02 -0.01 0.00 0.20
H 2.367 0.489 -1.556 -0.24 -0.08 -0.05 0.28
O 4.253 0.817 -0.927 -0.39 -0.08 -0.17 -0.42
O -2.072 2.390 -1.751 0.19 -0.01 0.07 -0.57
H -4.196 -3.696 1.127 0.02 -0.01 0.15 0.20
C -1.818 0.649 1.107 -0.11 0.77 0.23 0.30
H -1.347 3.595 -0.297 -0.15 0.04 0.02 0.21
H -5.087 -4.840 0.138 -0.05 -0.11 0.08 0.23
N -1.312 1.382 3.026 0.49 0.03 1.01 -0.03
H -3.948 -0.801 0.322 0.04 0.09 0.06 0.24
C -3.006 2.454 -2.816 -0.04 0.00 -0.05 -0.26
O 3.630 -2.084 1.086 0.27 0.09 0.11 -0.59
H -0.069 1.023 -1.456 -0.12 -0.13 0.08 0.25
N -0.608 -0.772 -0.478 -0.26 -0.01 -0.19 -0.34
H 1.752 -2.961 0.631 -0.23 0.04 -0.14 0.29
C 1.265 -2.311 -0.101 0.05 -0.08 0.23 -0.25
H -4.546 -3.643 -1.910 -0.08 0.05 -0.02 0.22
H -5.289 -2.523 -0.773 -0.05 0.06 -0.08 0.20
N -2.042 2.270 2.512 -0.77 1.31 -0.05 -0.03
H -2.301 -2.838 -1.254 0.12 -0.03 -0.08 0.19
H -3.337 -4.750 -0.003 0.11 -0.09 0.02 0.20
H -2.676 1.732 -3.560 -0.09 0.02 -0.03 0.20
H 6.019 -0.803 1.287 0.02 -0.18 0.15 0.26
H 0.176 -1.201 1.426 -0.07 -0.07 -0.25 0.28
C 1.653 -0.305 -1.353 -0.07 0.30 0.02 -0.23
H 1.420 -0.807 -2.303 0.02 0.06 0.00 0.19
H -3.317 -1.586 -1.994 0.10 0.04 -0.07 0.21
C -1.946 -0.208 -0.102 -0.78 -0.04 0.17 -0.09
H -3.578 3.500 1.051 -0.03 -0.12 -0.04 0.26
H 0.612 0.802 0.177 -0.12 -0.09 -0.04 0.24
H -0.723 -2.539 0.686 -0.10 0.10 -0.07 0.23
C 0.376 0.303 -0.765 0.76 0.48 -0.45 -0.25
N 2.199 -1.261 -0.429 -0.20 -0.14 -0.09 -0.45
H -4.018 2.201 -2.484 -0.02 -0.01 -0.02 0.17
C 3.398 -1.229 0.254 -0.39 -0.18 -0.16 0.65
H 5.456 2.369 -1.559 -0.09 0.09 -0.12 0.21
C 5.396 1.521 -0.906 0.74 0.08 0.32 0.13
C 5.638 -0.128 0.548 -0.89 -0.16 -0.31 -0.19
H -3.016 3.450 -3.264 0.00 0.00 0.00 0.19
C -3.181 -2.207 -1.103 -0.35 0.09 0.20 -0.41
C -4.398 -3.126 -0.961 0.25 -0.13 -0.03 -0.39
N -1.145 0.361 2.200 -0.08 -0.78 -0.76 -0.32
H 7.267 1.345 0.200 0.21 0.13 0.00 0.25
C -3.182 2.701 0.422 0.01 0.56 -0.61 -0.26
H -4.011 2.125 0.004 0.02 0.08 0.08 0.22
H -2.248 0.426 -0.944 0.18 -0.18 0.14 0.27
C -0.017 -1.734 0.492 0.61 -0.72 0.42 -0.26
N -2.398 1.865 1.290 0.70 -1.45 0.05 -0.18
C 6.282 0.988 -0.019 -0.32 0.29 -0.40 -0.31
H 1.039 -2.897 -1.002 0.00 -0.02 0.01 0.19
C -2.999 -1.301 0.117 0.25 -0.18 -0.33 -0.42
C 4.394 -0.202 -0.035 1.24 -0.07 0.74 0.12
C -4.239 -4.161 0.146 -0.12 0.15 -0.15 -0.61
H -2.753 -1.885 1.003 -0.04 0.06 0.08 0.23
C -2.321 3.306 -0.702 -0.16 0.04 0.19 -0.08
```
Forces are in eV/Å.

Orbital gap   9.0 eV
Total charge   +1
SMILES string   CCCC[C@@H](c1nnnn1CCOC)[NH+]1CCN(C(=O)c2ccco2)CC1

Below is a molecular structure, C18H29N6O6Ti, with properties calculated with ωB97M-V with the def2-TZVPD basis set.

```
60
Properties=species:S:1:pos:R:3:forces:R:3:mulliken_spin:R:1
H -0.312 4.797 -5.273 0.00 0.00 0.00 0.00
H -0.619 0.939 2.973 0.00 0.00 -0.01 0.00
O 0.771 -3.369 -1.765 0.00 0.00 0.01 0.01
O 2.044 1.029 3.267 0.02 0.00 0.00 0.01
C -0.147 -2.113 2.296 0.00 0.00 0.01 -0.01
H -1.497 -4.659 3.818 0.00 0.00 0.00 0.00
C 0.233 4.508 -4.383 -0.01 0.02 -0.02 -0.10
H -0.526 2.476 -4.403 0.00 0.00 0.00 0.04
O 0.361 -1.248 -1.211 0.00 0.00 0.00 -0.05
C -2.010 -4.153 2.994 0.00 0.01 0.01 0.00
C -1.937 2.145 1.002 0.01 0.01 -0.04 0.00
H 2.379 -1.593 0.362 0.00 0.00 0.00 0.00
C 1.376 1.070 2.236 -0.04 -0.02 -0.03 0.00
O 0.633 1.512 -2.423 -0.02 -0.01 0.04 0.04
H -3.629 2.403 -0.268 0.00 0.00 -0.01 0.00
C 1.068 5.432 -3.710 0.00 -0.01 0.00 0.42
N -2.025 3.539 -1.019 0.00 -0.02 0.02 -0.01
N -1.583 -1.826 2.299 0.00 0.00 0.01 0.00
N 3.399 -0.150 -1.723 0.00 0.01 0.01 0.02
H 2.112 3.234 -1.289 0.01 0.01 0.00 0.00
O -2.590 2.477 2.002 0.00 0.00 0.01 0.00
C -2.548 2.314 -0.391 -0.01 0.01 0.01 0.03
H -2.820 -4.192 0.486 0.00 0.00 0.00 0.00
C 0.088 -3.621 1.998 0.01 0.00 0.00 0.00
N -0.685 1.670 0.989 0.00 0.01 0.00 0.00
H -2.961 -4.669 2.829 0.00 0.00 0.00 0.00
H 3.515 -2.106 -2.419 0.00 -0.01 0.00 0.00
C 2.451 -2.203 -0.542 0.03 0.02 -0.03 0.03
Ti 0.462 0.719 -0.533 0.02 -0.02 -0.10 1.84
H -3.204 -1.921 0.996 0.00 0.01 0.01 0.00
C 0.088 3.230 -3.936 -0.02 -0.03 0.01 0.15
N 0.736 2.812 -2.792 0.04 0.01 0.02 0.26
H 4.496 -1.757 -1.007 0.00 0.01 0.00 0.00
C -2.232 -2.647 3.310 -0.01 -0.01 -0.01 0.00
H -2.335 1.414 -0.985 0.01 0.00 0.00 0.01
H 3.292 0.353 -0.845 0.00 -0.01 0.01 0.01
H -2.101 3.474 -2.028 0.00 0.00 0.00 0.00
C 1.607 3.664 -2.143 -0.03 -0.03 -0.02 0.24
H -3.297 -2.397 3.322 0.00 0.00 0.00 0.00
H 1.180 6.451 -4.052 0.00 0.00 0.00 0.05
H 2.578 0.061 -2.283 -0.01 0.02 -0.02 0.00
H 0.267 -1.819 3.263 0.00 0.00 0.00 0.00
H 0.606 -4.116 2.826 0.00 0.00 0.00 0.00
C 3.515 -1.579 -1.460 -0.01 0.00 0.02 -0.01
H 0.325 -1.485 1.541 0.00 0.00 0.00 0.03
H -1.817 -2.380 4.286 0.00 0.00 0.00 0.00
H -1.656 -1.520 0.239 -0.01 0.02 0.01 0.05
H 2.770 -3.214 -0.277 -0.01 -0.01 0.00 0.00
H 0.687 -3.759 1.097 0.00 0.00 0.00 0.00
H -1.028 3.585 -0.832 0.00 0.01 -0.01 0.01
C -2.135 -2.155 0.984 0.00 -0.02 -0.02 -0.03
C 1.764 4.944 -2.574 0.02 0.03 0.01 -0.03
H -1.254 -3.762 -0.224 0.00 0.00 0.00 0.00
C -1.882 -3.655 0.662 0.01 0.00 0.01 0.01
H -0.032 2.574 2.794 -0.02 0.00 0.00 0.00
C -0.057 1.598 2.299 0.01 0.01 0.07 0.03
O 1.786 0.669 1.075 0.03 0.02 0.02 -0.05
C 1.091 -2.304 -1.227 0.00 -0.01 0.00 0.00
N -1.196 -4.304 1.790 0.00 0.00 -0.01 0.00
H 2.439 5.585 -2.020 0.00 -0.01 0.01 -0.01
```
Forces are in eV/Å.

Orbital gap (spin up / spin down)   4.8 / 7.6 eV
Total charge   -2
Multiplicity   4
<S²>   3.7678

Below is a molecular structure, C18H30AsN2NaO3S4 at a distorted geometry, with properties calculated with ωB97M-V with the def2-TZVPD basis set.

```
59
Properties=species:S:1:pos:R:3:forces:R:3:nbo_charge:R:1
C 0.994 -2.493 0.400 0.00 -0.09 0.11 -0.19
H -2.212 4.291 2.342 -0.03 -0.01 -0.04 0.21
H -0.830 -3.509 -0.032 0.00 0.03 -0.04 0.25
H -2.436 -3.148 3.366 0.03 -0.01 -0.03 0.19
H -3.410 1.887 4.560 -0.02 0.03 0.01 0.18
Na -1.682 -0.375 -0.400 0.41 -1.51 0.35 0.88
H 1.774 -1.024 3.343 -0.02 -0.01 -0.01 0.18
As 2.609 -1.994 -4.349 0.24 0.02 0.04 0.64
H -1.698 1.437 4.696 0.01 -0.02 0.02 0.19
H 0.261 2.666 -5.111 -0.05 -0.01 -0.01 0.18
C -0.837 -2.719 1.977 -0.03 -0.01 -0.01 -0.05
C 1.754 -1.793 1.344 -0.01 -0.05 -0.05 -0.03
O -2.163 0.903 -1.885 0.16 1.08 -0.92 -0.92
S 3.762 -0.379 -5.097 -0.10 -0.13 0.09 -0.83
H -1.330 3.403 0.668 0.03 0.06 0.00 0.16
H 2.935 -0.745 -1.072 -0.02 -0.06 0.05 0.25
C -2.563 1.452 4.026 0.01 0.09 -0.06 -0.41
H 5.111 -2.108 0.531 -0.04 0.00 0.01 0.20
H -0.710 3.674 3.051 0.04 -0.02 0.00 0.20
H -2.802 0.433 3.741 0.01 0.00 -0.08 0.25
C 3.154 -1.303 1.028 -0.04 -0.03 0.01 -0.22
C -0.270 -2.978 0.726 0.12 0.22 0.17 -0.22
H 3.518 -0.803 1.934 0.01 0.00 0.04 0.17
C -2.247 -3.165 2.289 0.03 -0.02 0.04 -0.62
H 4.162 0.170 -0.201 -0.05 -0.03 0.01 0.19
N -2.260 2.230 2.836 0.11 0.22 0.13 -0.44
O -2.387 0.403 1.534 -0.15 -0.15 0.27 -0.66
H 0.918 1.156 -4.448 -0.06 0.01 0.03 0.22
C 0.360 2.070 -4.199 0.04 -0.04 -0.08 -0.43
C 3.169 -0.283 -0.111 -0.02 0.10 -0.10 -0.61
S 3.704 -3.082 -2.895 -0.08 0.12 -0.23 -0.83
H -2.327 2.306 -0.348 -0.03 0.01 0.04 0.26
H -2.730 0.829 -4.196 0.00 0.02 0.05 0.23
C -1.753 1.052 -4.617 0.00 -0.02 -0.09 -0.42
H 4.115 -3.201 1.520 -0.01 0.04 0.00 0.18
C -0.972 1.161 -2.357 -0.32 -0.09 0.29 0.46
C -1.564 2.362 0.438 0.04 -0.15 0.18 -0.19
H -2.432 -4.178 1.925 0.02 0.02 0.00 0.21
C -1.800 3.594 3.066 -0.07 -0.15 0.08 -0.41
H 3.770 -2.971 -0.209 0.04 0.05 0.10 0.25
N -0.968 1.809 -3.656 0.26 -0.07 -0.01 -0.51
S 0.145 -0.622 -2.465 -0.43 0.02 0.08 -0.30
H -2.990 -2.515 1.818 0.08 0.03 -0.02 0.22
C -0.087 -2.011 2.910 0.05 -0.01 -0.05 -0.25
H 1.378 -2.671 -0.601 0.00 0.02 0.07 0.26
S -1.275 -2.157 -2.465 0.07 0.24 -0.08 -0.75
C 4.093 -2.469 0.707 -0.02 -0.08 -0.01 -0.61
H -1.266 0.100 -4.870 -0.01 0.02 0.00 0.20
C -2.097 1.582 1.649 0.14 0.40 -0.27 0.69
C 1.197 -1.568 2.600 -0.09 -0.02 -0.08 -0.19
H -1.867 1.652 -5.527 0.00 -0.02 0.01 0.16
H -0.508 -1.805 3.892 0.01 0.00 -0.03 0.18
H -2.149 3.900 4.051 0.00 0.01 0.01 0.20
H -0.179 3.046 -1.563 -0.08 0.02 0.05 0.16
C -0.065 1.968 -1.376 -0.14 -0.12 0.16 -0.14
H 2.432 0.504 0.060 0.02 0.03 0.04 0.20
O -0.396 1.689 0.007 -0.08 0.02 -0.31 -0.56
H 0.969 2.651 -3.504 -0.03 0.01 0.02 0.18
H 0.980 1.691 -1.479 0.05 0.02 0.05 0.21
```
Forces are in eV/Å.

Orbital gap   3.6 eV
Total charge   -2

Below is a molecular structure, C18H30B11Br6ClN8O8Sc at a distorted geometry, with properties calculated with ωB97M-V with the def2-TZVPD basis set.

```
83
Properties=species:S:1:pos:R:3:forces:R:3:lowdin_charge:R:1
N -1.427 3.785 -0.699 0.12 0.14 0.07 0.06
C -3.468 3.015 -0.580 0.13 -0.21 0.10 -0.05
H 2.826 -6.734 -2.553 0.00 0.00 0.05 0.19
B 0.757 -5.712 -3.173 0.05 0.07 -0.09 -0.24
H 4.493 -4.708 -3.452 0.13 0.09 -0.01 0.17
H -5.263 3.032 2.907 0.06 -0.02 -0.13 0.14
B 3.364 -4.509 -3.198 -0.06 0.06 -0.07 -0.23
O 0.480 2.517 2.692 0.08 0.01 -0.22 0.09
C -4.166 2.525 4.515 0.25 -0.09 0.52 -0.42
C 1.239 2.251 -2.304 0.97 0.01 -0.09 -0.50
N -4.333 3.723 5.094 -0.10 -0.04 -0.13 0.20
N -0.710 -0.828 2.357 -0.03 -0.01 0.16 0.04
H -1.650 -1.225 4.883 -0.13 -0.04 0.10 0.11
C -0.754 0.664 4.365 -0.21 0.06 -0.16 -0.15
N -1.284 2.509 -0.363 -0.40 -0.51 0.30 0.07
H -1.640 -0.052 6.189 0.06 -0.10 0.04 0.12
H -3.906 -0.440 5.427 -0.07 0.00 -0.14 0.13
O -1.645 -0.158 -0.396 -0.06 -0.35 -0.10 -0.10
N -3.505 1.587 5.181 0.03 0.07 -0.06 0.10
N 3.732 3.288 -1.984 -0.10 0.10 -0.07 -0.04
O -5.578 4.031 -0.629 -0.02 0.00 -0.09 0.11
O 4.404 1.303 -1.180 -0.15 -0.09 0.12 -0.04
H 0.914 -6.082 -0.632 -0.05 -0.03 0.12 0.17
H -1.578 -1.347 2.424 0.04 0.00 -0.12 0.09
O 0.069 1.768 -2.302 -0.17 -0.07 -0.54 -0.17
C 2.373 -5.759 -2.644 -0.15 0.40 0.01 0.06
H 5.821 3.220 -2.187 -0.03 0.03 -0.02 0.10
H 0.199 -6.714 -3.422 -0.07 -0.07 0.02 0.17
C -0.838 0.537 2.837 0.34 -0.13 -0.11 -0.30
C -3.256 0.190 4.817 0.19 -0.20 0.09 -0.14
B 2.267 -3.430 -4.114 -0.13 0.04 0.22 -0.88
C 1.585 3.491 -2.927 -0.37 0.02 -0.13 0.02
H 3.576 -4.842 -0.639 0.08 0.10 0.11 0.16
Br 2.915 -2.223 -5.490 0.00 -0.06 -0.02 0.88
B 0.974 -2.900 -2.980 0.11 0.55 0.28 -0.84
N -4.668 2.328 3.311 -0.28 -0.35 -0.79 0.24
B 2.814 -4.577 -1.494 -0.24 -0.06 -0.13 -0.23
H 0.241 0.322 4.662 0.01 0.07 0.12 0.13
H -4.826 4.458 4.618 0.06 0.04 0.00 0.13
B 0.047 -4.303 -2.387 0.13 0.12 -0.04 -0.88
Br 0.836 -2.343 0.131 0.16 -0.82 -0.11 0.93
C 5.056 3.821 -1.700 0.23 -0.11 0.04 0.00
H 2.388 -5.858 -5.150 0.05 -0.02 -0.09 0.17
H -3.502 0.011 3.772 -0.01 0.12 -0.05 0.11
O -3.604 0.140 0.640 0.32 0.11 -0.28 0.03
C 3.460 1.980 -1.576 0.37 -0.38 0.28 -0.50
B 0.612 -4.200 -4.123 0.18 -0.03 0.31 -0.87
C 4.437 -1.645 -0.143 -0.09 0.18 0.39 -0.75
Br -0.620 -3.996 -5.601 0.08 0.04 0.10 0.89
Sc 0.238 0.417 -0.701 0.43 0.40 -0.42 0.80
C -4.950 3.007 -0.547 0.09 0.13 0.23 -0.50
B 2.676 -3.104 -2.412 -0.17 0.27 -0.04 -0.67
H -4.521 1.492 2.745 0.04 0.26 0.33 0.12
H -3.984 3.917 6.015 -0.02 -0.03 0.03 0.13
H -0.825 1.718 4.640 0.08 -0.01 0.00 0.11
C -1.799 -0.169 5.114 0.11 0.21 -0.22 -0.17
Cl 3.652 -0.681 1.081 0.16 -0.11 -0.23 0.63
O -5.563 1.842 -0.339 -0.22 -0.13 -0.04 0.13
C -2.507 2.010 -0.302 0.06 0.30 -0.01 -0.12
B 1.199 -5.329 -1.486 -0.13 0.03 -0.09 -0.22
C 0.213 1.462 2.161 -0.26 0.13 0.56 -0.55
H 0.000 -1.321 2.888 -0.04 -0.06 -0.03 0.08
H -0.609 4.361 -0.814 0.00 -0.01 0.01 0.17
H 5.463 -1.317 -0.247 0.02 -0.07 -0.08 0.04
Br 0.179 -1.053 -3.034 0.33 -1.01 -0.79 0.99
Br 3.714 -1.384 -1.978 -0.23 -0.34 -0.25 1.31
H 4.323 -2.703 0.067 0.02 0.04 -0.11 0.04
C -2.614 0.545 0.007 -1.14 0.41 0.52 -0.54
H -3.023 5.130 -1.122 0.01 0.05 0.04 0.15
C -2.710 4.140 -0.839 -0.25 -0.06 -0.04 0.02
B 2.091 -5.187 -4.235 -0.07 -0.03 0.11 -0.23
H -1.795 0.931 2.481 -0.09 -0.02 -0.01 0.13
C 2.822 3.981 -2.698 -0.21 0.04 -0.04 -0.04
Br -1.808 -4.139 -1.844 0.09 -0.02 -0.11 0.89
H 5.112 4.848 -2.051 -0.06 0.00 -0.02 0.09
H 0.866 4.000 -3.549 -0.01 0.09 0.05 0.12
H 5.239 3.791 -0.628 -0.01 0.01 -0.02 0.10
H 3.137 4.944 -3.076 0.05 -0.01 -0.01 0.14
B 1.335 -3.572 -1.374 -0.10 0.40 0.14 -0.77
N 2.175 1.532 -1.643 -0.37 0.21 -0.13 0.12
H -4.953 1.089 -0.196 0.16 0.14 0.16 0.08
O 0.715 1.045 1.032 0.37 0.05 0.81 -0.17
H -3.144 1.846 6.085 0.01 0.09 -0.02 0.16
```
Forces are in eV/Å.

Orbital gap   8.8 eV
Total charge   +1

We obtain DFT total energy values of -1257.26163; -2332.82089; -5030.04381; -18682.74731 Ha for the records listed above, in that order.
We obtain energy relative to the best compared isomer or geometry (same formula, charge and spin) values of 7.2; 7.8; 37.3; 70.6 kcal per mole for the records listed above, in that order.